(1)
{"formula": "C43H40NO30P", "method": "ωB97M-V with the def2-TZVPD basis set", "orbital_gap_ev": 7.290, "energy_ha": -4315.8546, "smiles": "CC(=O)OCCCCO[P@@](=O)(O)OCN.O=C1C=C(O)C(=O)C=C1O.O=C1C=C(O)C(=O)C=C1O.O=C1C=C(O)C(=O)C=C1O.O=C1C=C(O)C(=O)C=C1O.O=C1C=C(O)C(=O)C=C1O.O=C1C=C(O)C(=O)C=C1O", "fmax_ev_per_a": 4.29, "homo_energy_ev": -9.39, "elements": ["C", "C", "O", "O", "C", "C", "C", "C", "O", "P", "O", "O", "O", "C", "N", "H", "H", "H", "H", "H", "H", "H", "H", "H", "H", "H", "H", "H", "H", "H", "H", "O", "C", "C", "C", "O", "C", "O", "C", "C", "O", "H", "H", "H", "H", "O", "C", "C", "C", "O", "C", "O", "C", "C", "O", "H", "H", "H", "H", "O", "C", "C", "C", "O", "C", "O", "C", "C", "O", "H", "H", "H", "H", "O", "C", "C", "C", "O", "C", "O", "C", "C", "O", "H", "H", "H", "H", "O", "C", "C", "C", "O", "C", "O", "C", "C", "O", "H", "H", "H", "H", "O", "C", "C", "C", "O", "C", "O", "C", "C", "O", "H", "H", "H", "H"], "xyz": [[5.38, 3.91, 2.28], [6.72, 3.12, 1.89], [7.73, 3.34, 2.56], [6.66, 2.20, 0.80], [6.96, 0.85, 1.25], [5.73, 0.17, 2.06], [4.53, -0.04, 1.01], [3.26, 0.83, 1.45], [2.21, 0.06, 2.11], [1.01, 1.03, 2.79], [-0.37, 0.43, 2.47], [1.21, 0.93, 4.49], [1.11, 2.67, 2.41], [0.73, 2.94, 1.03], [-0.17, 4.10, 0.87], [5.23, 3.79, 3.41], [5.56, 5.00, 1.98], [4.49, 3.55, 1.67], [7.08, 0.23, 0.29], [7.92, 0.76, 1.85], [5.43, 0.79, 2.97], [6.10, -0.86, 2.40], [4.88, 0.40, 0.00], [4.29, -1.14, 0.79], [3.63, 1.64, 2.16], [2.81, 1.25, 0.48], [1.97, 1.52, 4.74], [1.72, 3.18, 0.47], [0.30, 2.02, 0.50], [0.23, 4.89, 1.41], [-0.10, 4.40, -0.12], [1.26, 8.23, -6.13], [0.95, 7.56, -5.16], [1.93, 6.76, -4.42], [1.55, 6.03, -3.37], [2.45, 5.29, -2.67], [0.13, 5.98, -2.93], [-0.18, 5.29, -1.98], [-0.84, 6.80, -3.66], [-0.46, 7.54, -4.70], [-1.35, 8.30, -5.39], [2.96, 6.80, -4.75], [1.93, 4.85, -1.96], [-1.87, 6.77, -3.31], [-0.83, 8.73, -6.10], [0.80, 10.73, -7.24], [1.50, 11.65, -7.61], [0.96, 12.87, -8.22], [1.77, 13.84, -8.63], [1.28, 14.98, -9.19], [3.25, 13.73, -8.50], [3.96, 14.63, -8.91], [3.79, 12.52, -7.88], [2.98, 11.54, -7.46], [3.47, 10.42, -6.88], [-0.12, 12.94, -8.31], [2.07, 15.52, -9.40], [4.87, 12.45, -7.77], [2.68, 9.87, -6.67], [-4.09, -4.75, 5.14], [-3.02, -4.18, 5.08], [-2.90, -2.72, 5.14], [-1.71, -2.13, 5.05], [-1.59, -0.78, 5.11], [-0.46, -2.92, 4.88], [0.61, -2.35, 4.78], [-0.58, -4.39, 4.84], [-1.77, -4.97, 4.93], [-1.89, -6.33, 4.90], [-3.82, -2.16, 5.27], [-0.64, -0.59, 5.02], [0.34, -4.95, 4.73], [-2.85, -6.50, 4.98], [6.96, -6.51, -3.03], [6.26, -5.69, -2.47], [5.45, -6.02, -1.29], [4.68, -5.09, -0.72], [3.92, -5.38, 0.37], [4.61, -3.70, -1.25], [3.88, -2.88, -0.71], [5.44, -3.37, -2.42], [6.21, -4.29, -2.99], [6.99, -4.00, -4.06], [5.51, -7.03, -0.92], [3.46, -4.55, 0.59], [5.39, -2.35, -2.78], [7.44, -4.83, -4.29], [-7.98, -5.43, -0.09], [-7.96, -4.88, 1.00], [-8.89, -3.80, 1.35], [-8.83, -3.21, 2.54], [-9.69, -2.22, 2.88], [-7.81, -3.61, 3.55], [-7.77, -3.03, 4.63], [-6.89, -4.70, 3.21], [-6.96, -5.29, 2.02], [-6.11, -6.31, 1.69], [-9.63, -3.52, 0.60], [-9.44, -1.95, 3.79], [-6.16, -4.99, 3.96], [-6.36, -6.57, 0.78], [-5.80, -9.16, 1.37], [-6.29, -10.08, 2.01], [-6.04, -11.48, 1.68], [-6.61, -12.46, 2.39], [-6.39, -13.77, 2.10], [-7.51, -12.16, 3.54], [-8.03, -13.08, 4.15], [-7.74, -10.75, 3.88], [-7.17, -9.78, 3.17], [-7.38, -8.47, 3.49], [-5.38, -11.69, 0.84], [-6.91, -14.27, 2.75], [-8.39, -10.55, 4.73], [-6.86, -7.95, 2.83]], "lowdin_charge": [0.002, -0.422, 0.074, -0.072, -0.186, -0.145, -0.134, -0.227, -0.205, 0.627, -0.282, -0.147, -0.214, -0.335, 0.025, 0.104, 0.100, 0.063, 0.136, 0.129, 0.115, 0.120, 0.118, 0.103, 0.093, 0.120, 0.084, 0.111, 0.138, 0.081, 0.035, 0.103, -0.291, 0.086, -0.217, 0.099, -0.294, 0.089, 0.084, -0.213, 0.110, 0.140, 0.106, 0.140, 0.112, 0.104, -0.305, 0.078, -0.224, 0.097, -0.314, 0.111, 0.077, -0.218, 0.097, 0.136, 0.117, 0.137, 0.084, 0.090, -0.308, 0.078, -0.211, 0.099, -0.307, 0.116, 0.076, -0.223, 0.093, 0.137, 0.082, 0.135, 0.114, 0.116, -0.313, 0.079, -0.222, 0.101, -0.306, 0.094, 0.077, -0.223, 0.099, 0.138, 0.118, 0.136, 0.118, 0.114, -0.311, 0.078, -0.223, 0.096, -0.304, 0.119, 0.088, -0.216, 0.066, 0.137, 0.116, 0.117, 0.116, 0.114, -0.303, 0.078, -0.225, 0.095, -0.315, 0.110, 0.077, -0.214, 0.096, 0.137, 0.116, 0.137, 0.082]}

(2)
{"formula": "C43H41AlBrN6O2S2", "method": "ωB97M-V with the def2-TZVPD basis set", "orbital_gap_ev": 6.784, "energy_ha": -5755.2913, "fmax_ev_per_a": 0.42, "homo_energy_ev": -4.65, "total_charge": -1, "elements": ["Al", "C", "C", "N", "N", "C", "S", "S", "C", "C", "C", "C", "C", "C", "C", "C", "C", "C", "C", "C", "C", "O", "H", "H", "H", "H", "H", "H", "H", "H", "H", "H", "H", "H", "H", "H", "Br", "C", "C", "C", "C", "C", "C", "N", "N", "C", "C", "C", "C", "O", "C", "N", "C", "C", "C", "C", "H", "H", "H", "H", "H", "H", "H", "H", "H", "C", "C", "C", "C", "C", "C", "C", "C", "N", "C", "C", "C", "C", "H", "H", "H", "H", "H", "H", "H", "H", "H", "H", "H", "H", "H", "H", "H", "H", "H", "H"], "xyz": [[1.36, 0.99, -1.03], [1.59, 2.37, 3.18], [1.53, 2.40, 1.68], [1.75, 1.32, 1.01], [1.98, 0.18, 1.77], [2.62, -0.72, 1.10], [3.16, -0.60, -0.53], [2.93, -2.26, 1.90], [2.02, -2.03, 3.44], [2.59, -1.08, 4.47], [1.76, -0.66, 5.51], [2.22, 0.21, 6.48], [3.53, 0.67, 6.44], [4.36, 0.25, 5.42], [3.90, -0.62, 4.44], [1.23, 3.64, 0.96], [0.79, 4.77, 1.66], [0.54, 5.98, 1.04], [0.76, 6.09, -0.33], [1.18, 5.00, -1.06], [1.39, 3.74, -0.45], [1.74, 2.75, -1.23], [2.39, 1.71, 3.51], [0.66, 1.95, 3.58], [1.74, 3.36, 3.61], [1.95, -3.03, 3.87], [1.01, -1.71, 3.18], [0.73, -1.01, 5.54], [1.56, 0.53, 7.28], [3.89, 1.35, 7.20], [5.38, 0.61, 5.37], [4.54, -0.92, 3.62], [0.62, 4.70, 2.72], [0.19, 6.83, 1.62], [0.58, 7.03, -0.84], [1.34, 5.06, -2.13], [-0.72, -3.95, 5.39], [-1.97, -3.67, 3.99], [-2.47, -4.76, 3.29], [-3.40, -4.55, 2.29], [-3.79, -3.26, 1.95], [-3.30, -2.18, 2.68], [-2.39, -2.39, 3.70], [-4.83, -3.12, 0.96], [-4.77, -2.28, 0.05], [-3.59, -1.50, -0.17], [-3.76, -0.15, -0.29], [-2.69, 0.74, -0.37], [-1.39, 0.26, -0.39], [-0.35, 1.04, -0.46], [-1.19, -1.17, -0.37], [0.09, -1.58, -0.49], [0.33, -2.86, -0.58], [-0.69, -3.83, -0.57], [-1.99, -3.43, -0.42], [-2.28, -2.05, -0.29], [-2.14, -5.76, 3.54], [-3.82, -5.39, 1.74], [-3.61, -1.17, 2.43], [-2.00, -1.55, 4.26], [-4.78, 0.24, -0.27], [-2.85, 1.81, -0.44], [1.38, -3.14, -0.67], [-0.44, -4.88, -0.69], [-2.79, -4.16, -0.43], [-3.12, 2.89, -3.86], [-2.32, 1.61, -3.77], [-2.93, 0.38, -4.02], [-2.22, -0.80, -3.89], [-2.89, -2.13, -4.11], [-0.88, -0.74, -3.51], [-0.24, 0.47, -3.27], [-0.98, 1.64, -3.41], [1.11, 0.53, -2.83], [2.13, 0.27, -3.87], [1.67, 0.77, -5.25], [3.39, 1.05, -3.51], [2.46, -1.23, -3.99], [-3.74, 2.91, -4.76], [-2.47, 3.76, -3.87], [-3.80, 2.98, -3.00], [-3.98, 0.35, -4.29], [-3.97, -2.04, -4.12], [-2.61, -2.84, -3.33], [-2.58, -2.57, -5.07], [-0.33, -1.66, -3.34], [-0.49, 2.58, -3.20], [1.41, 1.83, -5.20], [0.81, 0.22, -5.61], [2.49, 0.64, -5.97], [3.15, 2.12, -3.45], [4.17, 0.90, -4.27], [3.81, 0.76, -2.55], [1.60, -1.77, -4.38], [2.72, -1.65, -3.01], [3.30, -1.39, -4.67]], "lowdin_charge": [-0.090, -0.007, -0.203, 0.015, -0.020, -1.070, 0.736, 0.897, -0.448, -0.285, -0.060, -0.094, -0.109, -0.091, -0.067, -0.084, -0.053, -0.117, -0.103, -0.013, -0.286, -0.012, 0.064, 0.099, 0.065, 0.057, 0.073, 0.088, 0.097, 0.093, 0.099, 0.090, 0.094, 0.088, 0.095, 0.113, 0.740, -0.681, -0.125, -0.044, -0.285, -0.014, -0.112, 0.060, 0.072, -0.265, -0.031, 0.008, -0.276, 0.017, -0.134, 0.139, -0.135, -0.037, -0.027, -0.113, 0.098, 0.114, 0.121, 0.102, 0.112, 0.117, 0.090, 0.101, 0.108, -0.057, -0.273, -0.032, -0.265, -0.049, 0.002, -0.291, 0.010, 0.004, -0.609, -0.049, -0.072, -0.053, 0.071, 0.071, 0.072, 0.111, 0.072, 0.063, 0.075, 0.112, 0.123, 0.085, 0.077, 0.078, 0.081, 0.080, 0.012, 0.065, 0.036, 0.076]}

(3)
{"formula": "C43H41BBr3", "method": "ωB97M-V with the def2-TZVPD basis set", "orbital_gap_ev": 8.007, "energy_ha": -9410.0388, "fmax_ev_per_a": 0.48, "homo_energy_ev": -5.83, "total_charge": -1, "elements": ["C", "C", "B", "Br", "C", "C", "C", "Br", "C", "C", "Br", "H", "H", "H", "H", "H", "C", "C", "C", "C", "C", "C", "H", "H", "H", "H", "H", "H", "C", "C", "C", "C", "C", "C", "H", "H", "H", "H", "H", "H", "C", "C", "C", "C", "C", "C", "H", "H", "H", "H", "H", "H", "C", "C", "C", "C", "C", "C", "H", "H", "H", "H", "H", "H", "C", "C", "C", "C", "C", "C", "H", "H", "H", "H", "H", "H", "C", "C", "C", "C", "C", "C", "H", "H", "H", "H", "H", "H"], "xyz": [[-1.49, -5.71, -2.37], [-1.97, -4.65, -2.65], [-2.63, -3.24, -2.95], [-2.56, -2.84, -4.98], [-4.16, -3.28, -2.57], [-5.32, -3.33, -2.27], [-1.80, -2.08, -2.14], [-2.80, -0.97, -0.96], [-0.49, -1.87, -2.24], [0.44, -2.70, -3.08], [0.41, -0.49, -1.29], [-1.05, -6.64, -2.08], [-6.36, -3.33, -2.06], [1.36, -2.16, -3.28], [0.70, -3.63, -2.56], [-0.03, -2.95, -4.03], [-5.47, 0.83, -2.34], [-6.65, 0.83, -3.07], [-7.63, 1.78, -2.80], [-7.42, 2.73, -1.81], [-6.24, 2.74, -1.09], [-5.26, 1.78, -1.35], [-4.70, 0.10, -2.54], [-6.80, 0.09, -3.84], [-8.55, 1.78, -3.37], [-8.19, 3.48, -1.61], [-6.08, 3.48, -0.32], [-4.34, 1.79, -0.79], [2.76, -1.88, 2.11], [3.46, -2.30, 3.23], [3.11, -1.81, 4.48], [2.06, -0.92, 4.61], [1.36, -0.50, 3.49], [1.71, -0.98, 2.23], [3.03, -2.25, 1.13], [4.29, -2.99, 3.13], [3.67, -2.12, 5.36], [1.78, -0.54, 5.59], [0.54, 0.20, 3.58], [1.19, -0.65, 1.35], [4.60, 1.12, 0.77], [3.72, 1.16, -0.30], [4.11, 1.71, -1.51], [5.39, 2.22, -1.65], [6.28, 2.18, -0.59], [5.89, 1.63, 0.63], [4.29, 0.68, 1.71], [2.72, 0.75, -0.19], [3.41, 1.74, -2.34], [5.70, 2.65, -2.60], [7.28, 2.58, -0.70], [6.58, 1.60, 1.46], [8.29, -2.06, 2.56], [9.18, -2.80, 3.31], [9.00, -2.93, 4.68], [7.92, -2.31, 5.30], [7.02, -1.57, 4.54], [7.20, -1.44, 3.17], [8.43, -1.96, 1.49], [10.02, -3.29, 2.83], [9.70, -3.51, 5.27], [7.77, -2.41, 6.37], [6.17, -1.10, 5.02], [6.50, -0.87, 2.58], [-1.80, 3.93, -5.72], [-2.71, 4.97, -5.60], [-3.89, 4.78, -4.89], [-4.16, 3.55, -4.30], [-3.25, 2.51, -4.42], [-2.07, 2.70, -5.13], [-0.88, 4.08, -6.27], [-2.50, 5.93, -6.05], [-4.60, 5.59, -4.80], [-5.08, 3.40, -3.75], [-3.45, 1.55, -3.97], [-1.36, 1.88, -5.23], [-3.47, 0.11, 2.46], [-2.70, -0.36, 3.51], [-2.99, 0.03, 4.81], [-4.05, 0.89, 5.06], [-4.82, 1.35, 4.01], [-4.53, 0.97, 2.70], [-3.23, -0.20, 1.45], [-1.88, -1.04, 3.31], [-2.38, -0.34, 5.63], [-4.28, 1.19, 6.07], [-5.66, 2.02, 4.20], [-5.14, 1.33, 1.88]], "lowdin_charge": [0.076, -0.121, -1.166, 0.554, -0.188, 0.063, -0.636, 0.813, -0.774, -0.157, 0.733, 0.006, 0.009, 0.051, 0.079, 0.029, -0.127, -0.081, -0.105, -0.113, -0.109, -0.113, 0.039, 0.106, 0.095, 0.093, 0.097, 0.089, -0.092, -0.104, -0.111, -0.099, -0.090, -0.102, 0.108, 0.099, 0.093, 0.097, 0.097, 0.026, -0.090, -0.090, -0.086, -0.101, -0.106, -0.106, 0.092, 0.036, 0.102, 0.097, 0.095, 0.093, -0.091, -0.101, -0.103, -0.098, -0.096, -0.091, 0.102, 0.098, 0.097, 0.098, 0.095, 0.089, -0.106, -0.113, -0.102, -0.080, -0.071, -0.084, 0.095, 0.093, 0.095, 0.086, 0.091, 0.104, -0.090, -0.090, -0.103, -0.110, -0.103, -0.085, 0.000, 0.098, 0.096, 0.094, 0.096, 0.092]}